Entry from the OMol25 dataset: a 2-piece molecular cluster, C2H9N2O overall (wB97M-V/def2-TZVPD).

Output
- Orbital gap: 11.538 eV
- M: 77.11 g/mol
- E_tot: -7241.76726 eV
- Relative energy (zero: lowest compared OMol25 entry of this formula, charge and spin): 56.8 kJ/mol
- LUMO level: -3.49 eV

```
! RIJCOSX wB97M-V def2-TZVPD def2/J DEFGRID3
* xyz 1 1
C 1.937 1.629 -0.010
N 0.742 0.771 -0.124
C 0.812 -0.534 -0.232
N -0.237 -1.323 -0.122
H 2.305 1.924 -0.993
H 2.725 1.076 0.489
H 1.666 2.520 0.554
H -0.151 1.233 -0.211
H 1.758 -0.994 -0.514
H -1.121 -1.032 0.282
H -0.086 -2.296 -0.341
H -3.763 -0.657 -0.232
H -3.519 -1.422 1.063
O -3.067 -0.894 0.390
*
```

=====

Entry from the OMol25 dataset: an isolated ion of composition C3H6N3 and charge +1 (wB97M-V/def2-TZVPD).

Output
- Orbital gap (spin up / spin down): 7.033 / 7.458 eV
- M: 84.10 g/mol
- E_tot: -7665.59044 eV
- Relative energy (zero: lowest compared OMol25 entry of this formula, charge and spin): 150.6 kJ/mol
- LUMO level (spin up / spin down): -3.88 / -9.08 eV

```
! RIJCOSX wB97M-V def2-TZVPD def2/J DEFGRID3
* xyz 1 3
C 0.998 -0.941 -1.067
C 0.596 0.746 0.169
C -1.581 0.026 0.914
N -0.230 -1.062 -0.707
N 1.570 0.230 -0.618
N -0.466 0.021 0.097
H 1.449 -1.496 -1.891
H 0.758 1.764 0.637
H -1.783 -1.005 0.899
H -1.385 0.460 1.838
H -2.389 0.567 0.363
H 2.463 0.689 -0.633
*
```

=====

Entry from the OMol25 dataset: a 18-piece molecular cluster, H36O18 overall (wB97M-V/def2-TZVPD).

Output
- Orbital gap: 9.351 eV
- M: 324.27 g/mol
- E_tot: -37440.25541 eV
- Relative energy (zero: lowest compared OMol25 entry of this formula, charge and spin): 217.6 kJ/mol
- LUMO level: -0.58 eV

```
! RIJCOSX wB97M-V def2-TZVPD def2/J DEFGRID3
* xyz 0 1
O -2.073 0.452 5.920
H -1.237 0.911 5.852
H -2.612 1.014 6.477
O -0.230 -0.367 0.884
H 0.290 0.004 1.597
H 0.269 -0.165 0.093
O -5.132 -0.305 -1.384
H -4.478 -0.782 -0.872
H -4.703 -0.136 -2.223
O 1.536 -0.232 -1.680
H 2.266 0.183 -2.140
H 1.026 -0.654 -2.372
O 2.151 -4.622 -1.161
H 2.331 -5.345 -0.560
H 1.207 -4.666 -1.314
O -0.377 -4.471 -2.246
H -0.874 -4.151 -2.999
H -1.044 -4.736 -1.613
O 0.381 3.877 -2.630
H 0.224 3.067 -2.144
H 1.053 3.645 -3.271
O -1.976 -2.101 -0.383
H -1.909 -2.783 0.286
H -1.719 -1.297 0.068
O 2.687 2.169 4.473
H 2.733 3.114 4.327
H 3.562 1.850 4.255
O -0.128 3.695 3.155
H 0.231 2.810 3.213
H -0.281 3.832 2.220
O -2.670 0.458 2.366
H -2.015 0.248 1.700
H -2.260 0.206 3.194
O 3.373 -2.323 -1.246
H 2.837 -3.116 -1.242
H 2.859 -1.685 -0.750
O 1.120 1.339 2.399
H 1.597 1.599 3.187
H 1.739 1.487 1.684
O -5.090 1.735 1.494
H -4.323 1.364 1.930
H -5.239 1.163 0.742
O -0.155 -1.145 -4.637
H 0.383 -1.935 -4.695
H -0.305 -0.891 -5.548
O -2.415 -2.158 -3.176
H -1.599 -1.934 -3.624
H -2.210 -2.065 -2.245
O 3.426 2.019 0.833
H 3.108 2.900 0.636
H 4.309 1.995 0.465
O 3.558 1.954 -2.308
H 2.978 2.173 -3.037
H 3.821 2.801 -1.948
*
```